[1]
A molecular structure, C5H6NiO4S at a distorted geometry, computed with ωB97M-V with the def2-TZVPD basis set.

As for the HOMO-LUMO gap (spin up / spin down): 9.56 / 7.52 eV. The HOMO energy (spin up / spin down) is -0.709 / -0.727 hartree. The expectation value of S² is 2.0137. The energy relative to the best compared isomer or geometry (same formula, charge and spin) is 75.9 kJ/mol.

```
! RIJCOSX wB97M-V def2-TZVPD def2/J DEFGRID3
* xyz 2 3
Ni -0.376 -0.064 -1.041
S 0.269 -0.142 2.361
O 2.275 -1.120 -0.347
O -2.683 -1.745 -0.800
O 1.187 1.029 2.380
O 0.284 2.729 -0.482
C -1.418 0.488 2.456
C 1.216 -0.729 -0.651
C -1.641 -1.299 -1.067
C 0.364 1.603 -0.747
C 0.428 -0.854 4.002
H -2.071 -0.371 2.664
H -1.632 0.932 1.474
H 0.409 -0.057 4.747
H 1.367 -1.416 4.056
H -1.419 1.264 3.235
H -0.400 -1.549 4.142
*
```

Here are the Löwdin charges for atoms 1 to 2, given in e: 0.33, 1.00

---

[2]
3 unconnected molecules or ions with the total composition C3H5NO2 at a distorted geometry, computed with ωB97M-V with the def2-TZVPD basis set.

As for the HOMO-LUMO gap: 10.86 eV. The HOMO energy is -0.394 hartree. The SMILES is C#N.C=O.C=O. The energy relative to the best compared isomer or geometry (same formula, charge and spin) is 304.6 kJ/mol.

```
! RIJCOSX wB97M-V def2-TZVPD def2/J DEFGRID3
* xyz 0 1
O -0.375 -0.986 -1.129
O -1.544 0.495 1.342
N 2.848 0.841 -0.093
C 2.100 0.207 -0.697
C -0.963 1.308 0.657
C -0.804 -1.476 -0.107
H -0.172 -1.667 0.781
H -0.314 2.143 1.029
H -0.984 1.198 -0.455
H 1.394 -0.364 -1.281
H -1.854 -1.783 -0.037
*
```

Here are the Löwdin charges for atoms 1 to 2, given in e: -0.08, -0.03

---

[3]
A molecular structure, C3H4LiNiO3 at a distorted geometry, computed with ωB97M-V with the def2-TZVPD basis set.

As for the HOMO-LUMO gap (spin up / spin down): 10.30 / 7.64 eV. The HOMO energy (spin up / spin down) is -0.699 / -0.699 hartree. The expectation value of S² is 3.7630. The energy relative to the best compared isomer or geometry (same formula, charge and spin) is 0.0 kJ/mol.

```
! RIJCOSX wB97M-V def2-TZVPD def2/J DEFGRID3
* xyz 2 4
Ni -1.931 -0.568 -0.690
O 0.720 1.329 -2.646
O -1.453 -0.770 1.050
O -1.191 0.592 -1.827
C -0.186 1.356 -1.813
C 0.711 -1.049 1.724
C -0.522 -0.337 1.798
Li 2.176 0.210 -2.977
H 0.876 -1.650 0.827
H 1.465 -0.887 2.494
H 0.131 1.653 -0.702
H -0.795 0.120 2.762
*
```

Here are the Löwdin charges for atoms 1 to 2, given in e: 1.12, -0.06

---

[4]
A molecular structure, C33H36I2N4PRh at a distorted geometry, computed with ωB97M-V with the def2-TZVPD basis set.

As for the HOMO-LUMO gap (spin up / spin down): 7.55 / 5.62 eV. The HOMO energy (spin up / spin down) is -0.661 / -0.688 hartree. The expectation value of S² is 6.0391.

```
! RIJCOSX wB97M-V def2-TZVPD def2/J DEFGRID3
* xyz 4 5
I -2.780 -3.103 0.640
I 1.276 -0.539 3.094
Rh -0.042 0.704 0.814
P -0.088 -1.476 -0.589
N -0.006 2.310 -0.819
N -1.467 -0.017 2.427
N 3.078 5.428 0.879
N -0.308 2.543 2.222
C 1.163 4.548 -0.535
C -2.271 -1.224 -4.091
C 1.523 0.043 -2.436
C -1.101 4.184 0.580
C 3.821 0.598 -2.075
C 1.432 -0.547 -1.144
C 3.745 0.080 -0.766
C 0.478 -3.268 -0.774
C -1.504 -4.683 0.299
C -1.349 -1.061 -1.889
C -1.226 -7.043 0.690
C 2.570 -0.526 -0.335
C -1.321 -1.611 -3.167
C -2.747 -0.901 4.706
C 0.503 -5.678 -0.548
C 1.709 -5.777 -1.182
C 2.329 -4.595 -1.594
C -2.418 -0.242 -1.530
C 1.713 -3.364 -1.377
C -2.795 -0.027 2.474
C -0.188 3.783 -0.616
C -3.252 -0.287 -3.747
C -0.236 -4.476 -0.353
C 0.986 4.757 1.978
C -0.752 -0.574 3.461
C -0.374 4.020 1.882
C -3.268 0.233 -2.472
C 2.723 0.624 -2.922
C -1.354 -0.979 4.611
C 1.925 4.446 0.789
C -2.037 -5.951 0.656
C 0.027 -6.906 0.010
C -3.441 -0.472 3.582
H 4.716 1.024 -2.469
H -3.922 0.086 -4.510
H 0.162 2.469 3.117
H 2.811 6.403 0.735
H -0.551 -2.324 -3.413
H 0.717 5.807 1.835
H -1.529 -7.999 1.077
H 4.623 0.063 -0.124
H -3.093 -6.012 0.893
H -2.426 0.079 -0.531
H 1.842 4.204 -1.373
H -2.022 3.605 0.636
H 2.296 -2.525 -1.746
H -0.943 4.531 2.642
H 3.272 -4.635 -2.168
H -3.270 -1.307 5.583
H -0.699 4.212 -1.475
H 0.754 2.090 -1.517
H 2.766 1.066 -3.940
H -2.281 -1.631 -5.073
H -3.969 0.997 -2.228
H 2.102 -6.769 -1.401
H -0.819 2.016 -1.332
H 2.369 3.451 0.836
H 1.491 4.614 2.942
H 0.685 0.102 -3.122
H -1.401 5.235 0.448
H 0.937 5.608 -0.731
H -4.540 -0.502 3.506
H 2.560 -1.032 0.652
H 3.795 5.239 0.200
H -0.706 -1.322 5.423
H 3.533 5.336 1.797
H -1.235 2.325 2.521
H 0.649 -7.751 -0.135
H -3.353 0.274 1.613
*
```

Here are the Löwdin charges for atoms 1 to 2, given in e: 1.24, 1.17

---

[5]
C5H7P in the gas phase at a distorted geometry, computed with ωB97M-V with the def2-TZVPD basis set.

As for the HOMO-LUMO gap: 8.32 eV. The HOMO energy is -0.292 hartree. The SMILES is CC1=PCC=C1. The energy relative to the best compared isomer or geometry (same formula, charge and spin) is 63.1 kJ/mol.

```
! RIJCOSX wB97M-V def2-TZVPD def2/J DEFGRID3
* xyz 0 1
P -1.091 -1.389 -0.755
C -1.240 1.533 -0.794
C 1.226 -0.941 0.654
C 0.721 0.258 0.449
C 0.492 -2.077 0.111
C -0.527 0.291 -0.342
H -0.323 2.030 -1.210
H 1.279 1.130 0.780
H 0.881 -2.491 -0.812
H 2.084 -1.138 1.186
H -2.214 1.374 -1.428
H 0.363 -2.837 0.827
H -1.665 1.846 0.150
*
```

Here are the Löwdin charges for atoms 1 to 2, given in e: 0.93, -0.15

---

[6]
C5H8BrF3O in the gas phase at a distorted geometry, computed with ωB97M-V with the def2-TZVPD basis set.

As for the HOMO-LUMO gap: 11.09 eV. The HOMO energy is -0.387 hartree. The SMILES is CC[C@H](Br)[C@H](O)C(F)(F)F. The energy relative to the best compared isomer or geometry (same formula, charge and spin) is 0.0 kJ/mol.

```
! RIJCOSX wB97M-V def2-TZVPD def2/J DEFGRID3
* xyz 0 1
Br 1.440 2.047 -0.096
F -3.500 0.351 0.125
F -2.300 -0.222 -1.463
F -1.949 -1.271 0.288
O -1.101 1.014 1.759
C 2.275 -1.170 -0.388
C 0.265 0.621 -0.405
C -1.175 0.962 0.364
C 0.940 -0.721 0.182
C -2.204 -0.050 -0.104
H 0.112 0.545 -1.486
H -0.532 1.767 1.937
H 3.094 -0.411 -0.361
H 1.072 -0.413 1.305
H 2.062 -1.367 -1.581
H -1.345 1.992 -0.116
H 0.211 -1.541 -0.049
H 2.635 -2.135 0.089
*
```

Here are the Löwdin charges for atoms 1 to 2, given in e: 0.80, 0.12

---

Number 1: calculated total energy -2400.7811 Eh. Number 2: calculated total energy -322.4583 Eh. Number 3: calculated total energy -1857.5463 Eh. Number 4: calculated total energy -2543.9497 Eh. Number 5: calculated total energy -535.9905 Eh. Number 6: calculated total energy -3144.1439 Eh.